Computed, not measured: a molecular structure, C20H30FN5O4Pt in a non-equilibrium geometry, with ωB97M-V/def2-TZVPD.

Its calculated total energy is -42818.2638 eV. The calculation puts the HOMO-LUMO gap at 0.2997 Eh. As for the energy above the lowest of the compared OMol25 structures with the same formula, charge and spin: 0.0 kcal per mole.

The geometry in ORCA input format:
```
! wB97M-V def2-TZVPD RIJCOSX def2/J DEFGRID3
* xyz 2 1
Pt 3.412 1.775 0.667
C -3.412 -1.236 1.807
C -3.213 0.070 1.061
N -1.824 0.240 0.599
C -0.988 0.987 1.335
C 0.331 1.213 1.045
C 1.089 2.176 1.959
O 1.804 3.041 1.350
O 0.940 2.061 3.186
C 0.900 0.559 -0.075
O 2.140 0.587 -0.413
C 0.008 -0.257 -0.873
C 0.500 -0.894 -2.023
C -0.341 -1.632 -2.799
F 0.135 -2.183 -3.927
C -1.702 -1.811 -2.473
C -2.186 -1.195 -1.336
C -1.346 -0.398 -0.535
N -2.598 -2.576 -3.268
C -3.530 -1.832 -4.111
C -4.852 -2.611 -4.163
N -4.552 -4.059 -3.870
C -3.306 -4.503 -4.574
C -2.105 -3.762 -3.964
H -4.450 -1.321 2.127
H -2.785 -1.279 2.697
H -3.171 -2.100 1.188
H -3.429 0.925 1.698
H -3.870 0.163 0.197
H -1.420 1.435 2.221
H 1.534 -0.771 -2.310
H -3.219 -1.360 -1.073
H -3.125 -1.688 -5.120
H -3.710 -0.846 -3.690
H -5.327 -2.572 -5.142
H -5.564 -2.279 -3.410
H -5.346 -4.645 -4.129
H -4.404 -4.155 -2.864
H -3.455 -4.265 -5.626
H -3.218 -5.583 -4.474
H -1.412 -3.537 -4.776
H -1.589 -4.399 -3.245
C 5.994 0.019 0.087
C 5.106 1.042 0.671
O 5.402 1.989 1.419
H 6.814 0.530 -0.421
H 5.431 -0.590 -0.614
H 6.434 -0.596 0.873
N 3.860 4.452 6.008
C 3.348 4.968 4.739
C 3.881 4.088 3.612
N 3.588 2.675 3.992
H 3.253 4.695 6.780
H 4.780 4.817 6.223
H 3.752 2.598 5.008
H 3.618 6.004 4.522
H 2.259 4.912 4.760
H 4.961 4.168 3.505
H 3.389 4.278 2.660
H 2.583 2.442 3.806
H 4.200 2.025 3.497
*
```

***

Computed, not measured: 7 unconnected molecules or ions with the total composition C20H30FNO26S7 in a non-equilibrium geometry, with ωB97M-V/def2-TZVPD.

Its calculated total energy is -154508.0278 eV. The calculation puts the HOMO-LUMO gap at 0.3123 Eh.

The geometry in ORCA input format:
```
! wB97M-V def2-TZVPD RIJCOSX def2/J DEFGRID3
* xyz 0 1
H 5.041 -0.685 -1.846
N 4.775 0.204 -1.413
C 4.234 -0.007 -0.290
C 3.997 -1.397 0.297
C 5.246 -1.932 0.889
C 5.784 -3.114 0.576
S 5.113 -4.279 -0.586
C 7.079 -3.500 1.251
O 8.007 -4.003 0.665
C 7.128 -3.145 2.703
C 6.600 -1.973 3.004
F 6.583 -1.513 4.249
C 5.980 -1.127 1.925
O 6.071 0.077 1.906
H 3.898 0.860 0.253
H 3.230 -1.279 1.061
H 3.639 -2.002 -0.521
H 4.495 -5.101 0.282
H 7.568 -3.803 3.431
O 1.762 -2.398 1.862
S 0.834 -2.673 2.904
O -0.536 -2.904 2.646
O 0.984 -1.525 4.013
C 1.309 -2.102 5.284
C 2.071 -3.365 4.944
O 1.400 -3.885 3.790
H 0.378 -2.325 5.809
H 1.899 -1.404 5.871
H 2.056 -4.094 5.749
H 3.106 -3.144 4.671
O 2.330 1.005 2.012
S 1.234 1.524 1.277
O 0.918 1.057 -0.023
O 1.367 3.119 1.237
C 0.197 3.726 1.807
C -0.302 2.718 2.818
O -0.076 1.447 2.192
H -0.532 3.884 1.011
H 0.448 4.681 2.259
H -1.354 2.845 3.052
H 0.283 2.755 3.740
O -1.013 -0.757 -5.726
S -0.623 0.565 -5.381
O -0.739 1.636 -6.303
O 0.874 0.512 -4.815
C 0.922 1.058 -3.485
C -0.451 0.778 -2.917
O -1.350 0.986 -4.023
H 1.117 2.131 -3.559
H 1.715 0.587 -2.911
H -0.705 1.436 -2.094
H -0.545 -0.253 -2.596
O -2.932 -2.507 0.353
S -2.697 -2.074 -0.975
O -2.247 -0.759 -1.266
O -4.001 -2.384 -1.846
C -3.661 -3.218 -2.966
C -2.473 -4.025 -2.492
O -1.707 -3.101 -1.704
H -3.397 -2.574 -3.807
H -4.507 -3.841 -3.238
H -1.873 -4.409 -3.312
H -2.780 -4.850 -1.847
O -0.392 9.139 1.491
S -0.529 7.852 0.917
O -1.203 6.795 1.584
O 0.926 7.340 0.477
C 0.943 7.039 -0.926
C -0.094 7.966 -1.524
O -1.149 7.994 -0.551
H 0.666 5.991 -1.057
H 1.936 7.204 -1.332
H -0.473 7.611 -2.479
H 0.293 8.980 -1.640
O -8.790 -1.785 -3.824
S -7.971 -2.228 -2.757
O -6.815 -3.017 -2.979
O -8.902 -2.957 -1.674
C -8.764 -2.321 -0.396
C -8.424 -0.882 -0.722
O -7.553 -0.972 -1.856
H -7.952 -2.810 0.146
H -9.686 -2.414 0.169
H -7.923 -0.374 0.096
H -9.312 -0.317 -1.014
*
```

***

Computed, not measured: 10 unconnected molecules or ions with the total composition C20H30N10 in a non-equilibrium geometry, with ωB97M-V/def2-TZVPD.

Its calculated total energy is -36123.9191 eV. The calculation puts the HOMO-LUMO gap at 0.4141 Eh. As for the energy above the lowest of the compared OMol25 structures with the same formula, charge and spin: 23.4 kcal per mole.

The geometry in ORCA input format:
```
! wB97M-V def2-TZVPD RIJCOSX def2/J DEFGRID3
* xyz 0 1
C 0.228 -0.570 0.207
C 0.493 0.885 0.187
N 0.618 2.025 0.179
H -0.833 -0.773 0.152
H 0.643 -0.947 1.138
H 0.809 -0.864 -0.668
C 1.701 4.464 -1.698
C 0.389 4.472 -2.330
N -0.683 4.399 -2.731
H 2.169 3.498 -1.846
H 1.505 4.684 -0.650
H 2.259 5.281 -2.159
C 2.400 0.210 -3.208
C 3.501 0.092 -2.288
N 4.336 -0.034 -1.518
H 1.619 0.769 -2.690
H 1.997 -0.749 -3.544
H 2.716 0.660 -4.151
C 2.191 -0.980 4.994
C 2.262 -0.334 3.691
N 2.263 0.244 2.700
H 2.990 -1.630 5.330
H 1.324 -1.641 4.858
H 1.953 -0.188 5.702
C -1.829 1.432 -1.729
C -2.370 1.099 -3.041
N -2.779 0.809 -4.074
H -1.936 0.525 -1.117
H -2.296 2.264 -1.219
H -0.744 1.482 -1.815
C -2.446 -2.612 -3.669
C -1.714 -2.681 -2.410
N -1.165 -2.770 -1.404
H -3.469 -2.948 -3.473
H -2.117 -3.313 -4.436
H -2.461 -1.599 -4.064
C -1.718 -0.103 3.267
C -1.183 0.545 4.461
N -0.714 1.034 5.387
H -2.251 0.607 2.639
H -2.334 -0.956 3.543
H -0.846 -0.448 2.710
C 1.799 3.424 3.694
C 3.138 2.961 4.065
N 4.176 2.575 4.356
H 1.633 3.307 2.625
H 1.717 4.477 3.964
H 1.042 2.851 4.227
C -4.167 -1.035 0.014
C -5.069 -1.784 0.873
N -5.784 -2.393 1.529
H -3.982 -1.585 -0.903
H -3.252 -0.825 0.574
H -4.495 -0.025 -0.238
C 1.567 -4.080 -2.453
C 1.366 -5.473 -2.064
N 1.156 -6.552 -1.751
H 2.588 -3.826 -2.723
H 1.121 -3.489 -1.656
H 0.971 -3.864 -3.344
*
```